{
  "formula": "C27H35FN4P2Pt",
  "method": "ωB97M-V/def2-TZVPD",
  "species": ["C", "H", "C", "H", "C", "H", "H", "C", "C", "H", "C", "C", "P", "H", "H", "H", "H", "C", "N", "H", "C", "H", "H", "N", "H", "C", "H", "H", "H", "C", "C", "C", "C", "F", "H", "C", "C", "H", "H", "C", "H", "C", "N", "C", "C", "H", "H", "N", "H", "H", "H", "C", "H", "C", "H", "Pt", "H", "H", "H", "H", "C", "P", "H", "H", "H", "C", "H", "C", "C", "C"],
  "positions_angstrom": [[-3.236153, 2.706556, -3.439928], [1.226137, 2.405370, -8.429058], [-1.871368, 1.643207, -7.176204], [0.388804, 1.554037, 0.926163], [2.593042, 2.102453, -2.395192], [2.046233, 1.238423, 0.198945], [4.656895, -2.688252, 0.719786], [-0.928462, 2.316294, -8.152507], [-2.097778, 0.331857, -7.076736], [-5.624552, -3.146278, -1.436963], [-3.866296, -2.175431, -2.328567], [-2.617988, -2.175339, -0.439246], [1.620089, -0.496842, -2.437540], [1.789189, 2.376238, -1.728016], [-1.369284, 3.282756, -8.463852], [1.756274, -0.125711, -6.073349], [-4.143105, -3.125812, 0.836909], [0.874131, 1.752187, -6.414569], [2.775964, -1.610847, -1.779644], [3.339835, -0.431208, -0.059063], [3.775799, 0.740906, -3.754892], [3.999933, -0.168343, -4.279850], [-1.524899, -1.049161, -8.611739], [2.642852, 0.810681, -2.945635], [1.449298, -2.185126, -4.138390], [4.098853, -2.542960, -0.190484], [-1.107286, -1.289467, -4.811511], [5.368120, 2.213519, -4.201255], [-4.365809, 2.276187, -5.323952], [-3.765777, 1.917074, -4.500601], [4.444731, 1.955566, -3.701567], [-3.837710, -2.761665, -0.132759], [3.892538, -3.502701, -1.233880], [-1.617505, 0.562459, -0.057501], [0.838023, -1.362207, -7.692834], [-4.620980, -2.772236, -1.330947], [-0.652539, -1.607692, -3.857428], [0.469701, 0.067286, -8.638512], [-3.375536, 3.771870, -3.319226], [-2.507633, 1.860567, -2.616900], [1.149123, -0.072476, 1.039232], [1.050802, 0.836600, 0.424193], [-2.500631, 0.576323, -3.176518], [3.422640, -1.385146, -0.551263], [3.699923, 2.817359, -2.827654], [-4.076556, -2.004292, -3.372990], [0.588036, 3.686895, -7.404537], [-2.641992, -1.770156, -1.781941], [-2.470118, 2.356682, -6.598857], [-0.877498, -2.687149, -3.768282], [-1.749841, -1.965103, 0.167052], [0.935086, 0.418723, -6.567423], [-3.497151, -0.297338, -4.855494], [0.866587, -1.302840, -3.856231], [-3.070609, -0.033545, -6.746873], [-0.025841, 0.212690, -1.217978], [-0.830972, 1.731346, -9.080799], [-2.004021, 2.035046, -1.671150], [1.008008, -0.540294, -4.624959], [-1.367775, -1.667212, -6.995415], [-3.318608, 0.611009, -4.301507], [-1.515405, -0.726118, -2.535684], [4.261415, -4.514043, -1.251815], [3.934375, 3.830547, -2.526544], [1.253111, 2.293984, -5.536269], [3.101137, -2.904897, -2.199346], [2.741288, -3.278497, -3.142696], [0.501857, 2.606560, -7.611627], [0.295357, -0.401933, -7.659856], [-1.217011, -0.755741, -7.592774]],
  "forces_ev_per_a": [[-1.262, -0.547, -1.922], [-0.307, 0.041, 0.537], [-0.256, 0.830, -0.395], [0.401, -0.110, -0.059], [0.830, 0.316, -0.176], [-0.244, 0.197, 0.454], [0.049, -0.003, -0.036], [0.335, 0.206, -0.250], [-0.358, -0.182, -0.247], [-0.015, -0.138, -0.010], [1.496, 0.557, 0.568], [0.730, 1.311, -1.580], [-1.905, 2.380, 0.641], [0.101, -0.065, -0.118], [0.014, -0.550, 0.213], [-0.845, 0.348, 0.429], [0.079, -0.050, -0.085], [0.519, 0.113, -0.772], [0.882, -0.788, 0.103], [-0.054, 0.096, 0.072], [0.533, 1.011, 0.256], [0.169, -0.108, -0.148], [0.044, 0.058, 0.267], [0.179, -0.488, -0.123], [-0.311, 0.050, -0.382], [0.281, -2.758, -1.336], [0.492, -0.136, -0.098], [-0.148, -0.148, -0.042], [-0.037, -0.116, 0.090], [0.344, 1.910, 1.107], [-0.684, -0.748, 0.238], [-2.427, -0.586, -1.648], [1.206, 0.868, 2.941], [-0.862, 0.328, 0.371], [-0.200, 0.331, -0.160], [0.341, -0.530, 2.569], [-0.822, -0.560, -0.515], [0.082, -0.046, 0.190], [0.007, -0.155, 0.135], [0.467, -1.222, -0.102], [0.044, 0.319, 0.080], [0.605, -0.061, -0.216], [-1.951, 0.122, -0.908], [-1.017, 0.261, -1.678], [-1.024, -1.073, 0.115], [-0.145, -0.040, 0.073], [0.029, -0.522, 0.195], [-1.458, -0.521, -0.093], [-0.170, -0.393, -0.451], [0.246, 0.355, -0.030], [0.044, 0.076, -0.020], [0.760, 0.030, 0.102], [-0.153, 0.182, 0.039], [0.200, -0.207, -0.760], [0.205, 0.292, 0.457], [0.578, -1.010, 1.651], [-0.261, 0.018, 0.438], [-0.009, -0.053, -0.101], [0.105, -0.346, -0.029], [0.015, 0.234, 0.000], [1.167, -0.502, 1.171], [3.419, 0.611, 0.637], [0.076, -0.006, -0.046], [-0.026, -0.178, -0.165], [0.390, -0.569, -0.400], [-0.859, 2.128, -0.051], [0.057, -0.129, 0.060], [-0.619, 0.436, 0.084], [0.479, -0.362, -0.749], [0.430, -0.009, -0.386]],
  "e_homo_ha": [-0.347, -0.480],
  "max_force_ev_per_a": 3.5,
  "total_charge": 2,
  "multiplicity": 5
}


{
  "formula": "C4H11N2",
  "method": "ωB97M-V/def2-TZVPD",
  "species": ["N", "N", "H", "H", "H", "H", "H", "C", "H", "C", "H", "H", "H", "H", "C", "C", "H"],
  "positions_angstrom": [[-0.710422, -1.049249, 0.735000], [-0.859602, 1.471244, 1.558390], [-1.685036, -1.336934, 0.306519], [-0.250915, -1.625271, 1.414728], [2.170315, -1.116309, 0.576061], [2.034894, -0.000930, -0.744076], [0.238227, 0.725161, -2.053760], [0.054942, 1.551949, 0.651684], [-1.151283, 0.508441, 1.824074], [-0.407565, -0.120169, -1.581419], [-1.469219, 0.246010, -1.441330], [-0.359518, -1.137020, -2.107078], [0.437996, 2.392319, 0.166240], [1.530584, -1.575587, -1.067076], [1.507579, -0.840197, -0.278723], [0.118517, -0.368298, -0.116836], [-1.199495, 2.274841, 2.157600]],
  "forces_ev_per_a": [[-2.802, -0.153, -1.488], [1.236, 2.107, 0.331], [2.789, 0.495, 1.591], [-0.280, -0.620, 0.055], [-1.064, -0.059, -0.331], [0.178, -0.051, 0.056], [-1.238, -1.819, 0.532], [-2.272, -4.893, 0.180], [0.065, 0.166, -0.300], [-0.375, 0.760, 1.241], [1.012, -0.440, -0.787], [-0.125, 1.728, 0.436], [0.565, 1.726, -0.011], [-0.059, -0.708, 0.102], [2.278, 1.209, 0.523], [-0.302, 1.683, -1.040], [0.396, -1.131, -1.088]],
  "e_homo_ha": -0.525,
  "de_lowest_kcal_mol": 69.6,
  "max_force_ev_per_a": 5.4,
  "total_charge": 1
}


{
  "formula": "C2H4N2S2",
  "method": "ωB97M-V/def2-TZVPD",
  "species": ["N", "N", "H", "H", "S", "C", "H", "S", "C", "H"],
  "positions_angstrom": [[-1.407074, -0.924829, -0.119918], [-1.145150, 0.279533, 0.345303], [0.470207, 1.472713, 1.118294], [-0.298940, -2.731856, -0.523807], [1.033702, -0.972169, 0.644741], [-0.404538, -1.721805, -0.037236], [1.876135, 1.406269, -0.914580], [-2.219595, 1.424182, 0.232072], [0.052904, 0.422832, 0.978169], [2.042347, 1.345133, -1.723042]],
  "forces_ev_per_a": [[-0.444, -2.440, -0.993], [3.205, -0.336, 2.263], [-0.803, -1.817, 0.204], [-0.611, 1.240, 0.848], [-1.267, 0.019, 0.340], [1.864, -0.342, -0.514], [0.520, -0.135, -2.456], [-2.764, 3.001, -0.375], [0.777, 0.600, -1.674], [-0.477, 0.210, 2.358]],
  "e_homo_ha": [-0.287, -0.287],
  "de_lowest_kcal_mol": 96.2,
  "max_force_ev_per_a": 4.1
}


{
  "formula": "C5H13N4",
  "method": "ωB97M-V/def2-TZVPD",
  "species": ["C", "C", "H", "H", "H", "H", "H", "H", "N", "C", "H", "N", "H", "H", "C", "H", "H", "H", "H", "N", "C", "N"],
  "positions_angstrom": [[-1.513712, 0.344003, -1.954311], [0.876039, -0.521375, 2.283561], [1.809771, -0.465983, 1.806717], [1.413797, 0.151589, -1.463317], [-1.193811, -1.065392, 1.625958], [-0.691380, 0.504531, -2.621059], [1.519325, -1.509942, -0.965579], [0.157118, -1.949973, 1.041606], [0.109034, 2.029754, -0.244484], [-0.158851, -0.416596, -0.019802], [2.118453, -0.144566, -0.021032], [-0.964442, -1.397544, -0.788891], [0.645759, 2.252963, -1.103740], [-2.433191, 0.712669, -2.384866], [1.307769, -0.533781, -0.674115], [0.578554, 0.428411, 2.776461], [-0.426036, 2.841796, -0.087093], [-1.623482, 1.103056, 0.333373], [1.011377, -1.296669, 3.167046], [-1.546947, -0.999612, -1.757991], [-0.802733, 0.941316, -0.309492], [-0.192411, -1.008653, 1.361051]],
  "forces_ev_per_a": [[1.708, 3.194, 2.005], [-1.680, -0.833, 4.160], [0.782, 0.204, -0.793], [-0.405, 0.534, -1.451], [0.908, -0.058, 0.590], [0.454, 0.579, -0.749], [0.271, -1.721, -0.561], [-1.153, 0.289, 0.936], [0.523, 0.035, -1.059], [0.871, 1.235, -2.588], [-0.652, -0.483, -0.090], [1.332, -2.629, 1.815], [-0.443, -0.671, 0.720], [-0.180, 0.447, 0.298], [-0.831, 1.751, 2.954], [0.272, -0.528, -0.678], [-0.481, 1.312, 0.430], [-1.083, 0.331, 0.706], [-0.510, 1.443, -1.887], [-1.554, -1.541, -0.356], [0.310, -1.875, -2.539], [1.544, -1.014, -1.863]],
  "e_homo_ha": -0.469,
  "smiles": "C[NH2+][C@@]1(C)N=NC[C@@H]1N",
  "de_lowest_kcal_mol": 81.9,
  "max_force_ev_per_a": 4.6,
  "total_charge": 1
}